i.
Formula: C10H10F6N3O6S4ScTe4
Source: OMol25
Level of theory: ωB97M-V with the def2-TZVPD basis set

- total charge = -2
- HOMO (Ha) = -0.041
- Kohn-Sham gap (Eh) = 0.1694
- lowest unoccupied orbital energy (eV) = 3.483
- spin multiplicity = 1

Each line ends with the natural charge from an NBO analysis.
Element x y z (Å)
Sc  0.05  0.70  -0.72  1.257
C  0.13  -1.21  2.44  -0.254
O  -0.56  -1.08  1.20  -0.560
C  -1.85  -1.63  1.20  -0.069
C  -2.15  -2.12  -0.20  -0.076
O  -1.65  -1.19  -1.13  -0.566
C  -1.86  -1.61  -2.46  -0.244
H  -0.30  -0.53  3.19  0.180
H  1.17  -0.94  2.26  0.240
H  0.08  -2.24  2.78  0.175
H  -2.58  -0.88  1.52  0.178
H  -1.90  -2.48  1.88  0.186
H  -3.23  -2.25  -0.33  0.169
H  -1.65  -3.08  -0.37  0.203
H  -2.93  -1.60  -2.70  0.165
H  -1.45  -2.61  -2.61  0.201
H  -1.34  -0.93  -3.12  0.208
Te  2.96  -4.76  -2.21  -0.078
Te  3.54  -7.35  -1.87  -0.716
Te  1.74  -3.87  0.23  -0.143
Te  1.64  -1.55  -1.37  -0.385
F  -0.74  5.14  -3.42  -0.299
C  -1.07  3.88  -3.66  0.751
F  -2.38  3.80  -3.86  -0.296
F  -0.43  3.44  -4.74  -0.299
S  -0.59  2.82  -2.23  2.189
O  0.82  2.92  -2.00  -0.833
O  -0.94  1.44  -2.62  -0.958
N  -1.53  3.34  -1.10  -1.179
S  -2.49  2.34  -0.29  2.222
O  -1.77  1.31  0.45  -0.932
O  -3.61  1.90  -1.06  -0.895
C  -3.20  3.40  1.07  0.772
F  -4.44  3.75  0.72  -0.312
F  -3.27  2.66  2.17  -0.288
F  -2.50  4.49  1.29  -0.284
S  2.15  0.83  0.62  -0.256
C  1.60  1.91  1.88  -0.215
S  0.53  3.14  1.44  -0.284
C  2.05  1.69  3.18  -0.515
C  1.56  2.46  4.28  0.339
N  1.15  3.07  5.17  -0.420
C  2.98  0.67  3.53  0.315
N  3.75  -0.13  3.86  -0.394



ii.
Formula: C10H10F6N3O6S4ScTe4
Source: OMol25
Level of theory: ωB97M-V with the def2-TZVPD basis set

- total charge = -2
- HOMO (Ha) = -0.029
- Kohn-Sham gap (Eh) = 0.1587
- lowest unoccupied orbital energy (eV) = 3.530
- spin multiplicity = 1

Each line ends with the natural charge from an NBO analysis.
Element x y z (Å)
Sc  0.37  -0.46  0.10  0.744
C  -1.02  0.40  -2.83  -0.245
O  -0.66  1.00  -1.59  -0.546
C  -1.22  2.28  -1.37  -0.087
C  -2.46  2.25  -0.50  -0.087
O  -2.19  1.81  0.81  -0.546
C  -1.77  2.84  1.69  -0.256
H  -2.08  0.17  -2.86  0.171
H  -0.44  -0.51  -2.93  0.227
H  -0.75  1.07  -3.65  0.185
H  -1.46  2.74  -2.33  0.181
H  -0.44  2.88  -0.90  0.214
H  -3.19  1.55  -0.91  0.194
H  -2.90  3.26  -0.49  0.166
H  -2.58  3.56  1.86  0.150
H  -0.90  3.37  1.31  0.177
H  -1.49  2.36  2.63  0.231
Te  4.51  1.64  -3.44  -0.092
Te  6.52  2.36  -5.14  -0.742
Te  5.15  0.56  -0.80  -0.160
Te  2.46  0.49  -1.17  -0.137
F  -3.50  -3.40  -0.21  -0.317
C  -2.48  -3.63  -1.04  0.740
F  -2.67  -2.94  -2.16  -0.304
F  -2.50  -4.93  -1.34  -0.311
S  -0.82  -3.21  -0.25  2.225
O  -0.25  -2.18  -1.13  -0.906
O  -0.12  -4.44  -0.20  -0.867
N  -1.19  -2.66  1.23  -1.129
S  -1.87  -1.20  1.29  2.157
O  -2.39  -0.81  -0.01  -0.892
O  -0.95  -0.29  1.95  -0.856
C  -3.32  -1.35  2.46  0.770
F  -4.45  -1.29  1.76  -0.305
F  -3.29  -0.35  3.32  -0.287
F  -3.28  -2.50  3.12  -0.298
S  2.28  -1.48  0.99  -0.219
C  2.03  0.18  1.95  -0.186
S  1.30  1.53  1.14  -0.102
C  2.03  0.16  3.34  -0.494
C  2.75  -0.84  4.06  0.326
N  3.33  -1.65  4.65  -0.394
C  1.15  0.98  4.09  0.337
N  0.43  1.66  4.70  -0.429



Most stable to least stable, the ends of the list are i and ii.



i.
Formula: CH4O2S
Source: OMol25
Level of theory: ωB97M-V with the def2-TZVPD basis set

- total charge = 0
- HOMO (Ha) = -0.343
- Kohn-Sham gap (Eh) = 0.3600
- lowest unoccupied orbital energy (eV) = 0.468
- spin multiplicity = 1

Each line ends with the natural charge from an NBO analysis.
Element x y z (Å)
C  1.30  0.09  -0.21  0.300
O  1.02  0.10  0.99  -0.622
O  -0.66  0.37  -0.84  -0.957
S  -1.78  -0.13  -0.06  0.934
H  1.57  1.08  -0.71  0.115
H  -1.21  -1.26  0.64  0.065
H  1.58  -0.81  -0.89  0.120
H  -1.82  0.56  1.09  0.045



ii.
Formula: CH4O2S
Source: OMol25
Level of theory: ωB97M-V with the def2-TZVPD basis set

- total charge = 0
- HOMO (Ha) = -0.350
- Kohn-Sham gap (Eh) = 0.3670
- lowest unoccupied orbital energy (eV) = 0.459
- spin multiplicity = 1

Each line ends with the natural charge from an NBO analysis.
Element x y z (Å)
C  -0.07  0.27  0.29  0.286
O  -0.28  1.60  0.19  -0.671
O  -1.17  -0.81  -0.82  -0.848
S  1.52  -0.36  -0.47  -0.061
H  -0.20  -0.25  1.25  0.188
H  0.51  2.07  -0.24  0.507
H  -1.99  -0.95  -0.30  0.446
H  1.67  -1.57  0.09  0.153



iii.
Formula: CH4O2S
Source: OMol25
Level of theory: ωB97M-V with the def2-TZVPD basis set

- total charge = 0
- HOMO (Ha) = -0.377
- Kohn-Sham gap (Eh) = 0.4002
- lowest unoccupied orbital energy (eV) = 0.629
- SMILES string = O=CO.S
- spin multiplicity = 1

Each line ends with the natural charge from an NBO analysis.
Element x y z (Å)
S  -1.04  1.27  -1.32  -0.290
H  -2.01  1.63  -0.47  0.145
H  -0.05  1.70  -0.54  0.163
O  1.64  -0.09  0.61  -0.597
C  0.98  -1.08  0.43  0.645
O  -0.32  -1.17  0.68  -0.683
H  1.47  -1.98  0.04  0.119
H  -0.67  -0.27  0.57  0.497



Most stable to least stable, the ends of the list are iii and i.



i.
Formula: C3H6N3P
Source: OMol25
Level of theory: ωB97M-V with the def2-TZVPD basis set

- total charge = 0
- HOMO (spin up / spin down) (Ha) = -0.289 / -0.274
- Kohn-Sham gap (spin up / spin down) (Eh) = 0.2603 / 0.2509
- lowest unoccupied orbital energy (spin up / spin down) (eV) = -0.794 / -0.630
- spin multiplicity = 1

Each line ends with the natural charge from an NBO analysis.
Element x y z (Å)
C  1.98  -0.56  -0.39  -0.129
C  -0.13  -1.72  -1.15  -0.728
C  1.47  0.30  0.55  -0.186
N  0.24  0.59  1.02  -0.206
N  -0.70  0.85  0.21  -0.057
N  -1.87  1.06  0.79  -0.611
P  -1.00  -0.30  -1.33  0.570
H  2.80  -1.11  -0.60  0.184
H  -0.03  -2.42  -0.34  0.194
H  2.19  0.63  1.29  0.209
H  -2.18  1.15  1.82  0.410
H  -2.65  1.04  0.14  0.392
H  -0.12  0.50  -2.01  -0.044



ii.
Formula: C3H6N3P
Source: OMol25
Level of theory: ωB97M-V with the def2-TZVPD basis set

- total charge = 0
- HOMO (spin up / spin down) (Ha) = -0.323 / -0.294
- Kohn-Sham gap (spin up / spin down) (Eh) = 0.3040 / 0.2290
- lowest unoccupied orbital energy (spin up / spin down) (eV) = -0.511 / -1.762
- spin multiplicity = 1

Each line ends with the natural charge from an NBO analysis.
Element x y z (Å)
C  1.44  1.59  0.69  0.007
C  1.61  0.49  -1.08  0.268
C  0.90  0.29  0.90  0.354
N  1.85  1.69  -0.54  -0.488
N  1.03  -0.40  -0.23  -0.554
N  0.45  -0.24  2.15  -0.755
P  -0.79  -1.85  -2.10  0.097
H  1.44  2.41  1.42  0.200
H  2.08  0.25  -2.08  0.205
H  0.01  0.27  2.86  0.391
H  0.02  -1.12  2.18  0.392
H  -0.40  -1.38  -3.40  -0.057
H  -1.78  -0.85  -2.01  -0.061



Most stable to least stable, the ends of the list are ii and i.



i.
Formula: H19O9
Source: OMol25
Level of theory: ωB97M-V with the def2-TZVPD basis set

- total charge = +1
- HOMO (Ha) = -0.525
- Kohn-Sham gap (Eh) = 0.4187
- lowest unoccupied orbital energy (eV) = -2.889
- spin multiplicity = 1

Each line ends with the natural charge from an NBO analysis.
Element x y z (Å)
O  3.30  -1.15  1.63  -0.932
H  0.68  -0.48  2.59  0.509
H  -0.45  0.02  -0.03  0.586
O  -1.18  -2.79  -3.03  -0.971
H  -0.33  1.34  -3.34  0.488
O  1.81  1.31  3.16  -0.964
H  -0.79  -3.54  -2.38  0.486
H  1.45  0.88  3.90  0.470
O  -2.94  -1.52  -0.14  -0.950
H  -3.70  -1.31  -0.64  0.494
H  -2.75  -2.49  -0.44  0.491
O  -0.52  -0.81  -0.80  -0.803
H  -1.30  -1.20  -0.59  0.520
H  -0.81  -0.34  -1.68  0.567
O  0.03  0.39  -3.49  -0.981
H  2.83  1.26  3.40  0.500
H  0.54  0.49  -4.32  0.501
O  -1.11  1.68  -0.25  -0.972
H  2.61  -1.68  1.15  0.461
H  -1.75  1.95  0.48  0.498
O  -0.11  -0.32  1.93  -0.968
H  -0.13  0.62  1.86  0.476
H  -0.42  2.26  0.09  0.497
O  0.60  3.11  1.08  -0.941
H  0.56  3.77  0.36  0.490
H  1.33  3.12  1.50  0.490
H  3.98  -1.44  0.94  0.472
H  -0.53  -2.47  -3.63  0.488



ii.
Formula: H19O9
Source: OMol25
Level of theory: ωB97M-V with the def2-TZVPD basis set

- total charge = +1
- HOMO (Ha) = -0.520
- Kohn-Sham gap (Eh) = 0.4007
- lowest unoccupied orbital energy (eV) = -3.234
- spin multiplicity = 1

Each line ends with the natural charge from an NBO analysis.
Element x y z (Å)
O  -0.04  -2.05  -3.77  -0.913
H  1.02  1.34  2.53  0.477
H  0.88  0.45  4.79  0.491
O  -1.77  1.14  -0.65  -1.022
H  3.02  0.73  -2.71  0.473
O  -1.73  -2.29  2.35  -0.993
H  -0.02  1.39  0.11  0.562
H  -1.04  -2.67  2.95  0.506
O  0.74  1.07  -0.44  -0.817
H  -2.42  -1.67  2.77  0.507
H  0.91  0.13  0.18  0.616
O  3.06  -0.10  -2.44  -0.989
H  -0.71  -1.24  -0.35  0.453
H  3.67  -0.82  -2.92  0.518
O  -0.02  -1.56  0.45  -0.966
H  0.22  0.69  -1.20  0.549
H  -1.85  1.47  -1.57  0.511
O  -0.49  2.14  -2.53  -0.944
H  0.65  -1.48  -3.52  0.463
H  -0.25  2.93  -2.38  0.477
O  0.67  0.61  2.06  -0.982
H  -0.75  -2.08  0.83  0.519
H  -0.86  1.96  -3.35  0.500
O  0.11  0.02  4.49  -0.968
H  0.77  -0.16  2.66  0.522
H  -2.33  1.66  0.00  0.510
H  -0.73  -1.87  -3.05  0.452
H  -0.70  0.26  4.75  0.488



Most stable to least stable, the ends of the list are i and ii.



i.
Formula: H19O9
Source: OMol25
Level of theory: ωB97M-V with the def2-TZVPD basis set

- total charge = +1
- HOMO (Ha) = -0.502
- Kohn-Sham gap (Eh) = 0.3690
- lowest unoccupied orbital energy (eV) = -3.621
- spin multiplicity = 1

Each line ends with the natural charge from an NBO analysis.
Element x y z (Å)
O  3.38  -0.44  -0.63  -0.953
H  -1.71  -2.72  -0.54  0.488
H  -1.00  3.78  0.34  0.465
O  0.64  -0.23  -1.38  -0.976
H  2.81  3.28  -0.26  0.474
O  -2.08  0.12  1.22  -0.959
H  -2.54  -1.06  -1.92  0.505
H  -2.18  -0.16  0.30  0.511
O  -2.65  -0.35  -1.29  -0.956
H  -2.63  0.90  1.22  0.505
H  -3.60  -0.40  -1.18  0.489
O  0.46  0.33  1.97  -0.826
H  0.74  0.05  1.00  0.547
H  0.76  -0.55  2.43  0.533
O  3.10  2.77  0.47  -0.957
H  -0.67  0.00  1.91  0.557
H  3.48  1.96  0.24  0.483
O  0.82  -2.03  2.30  -0.956
H  2.73  -0.37  -1.32  0.481
H  1.54  -2.17  1.67  0.519
O  -1.06  -2.67  -1.37  -0.983
H  -1.39  -3.35  -2.03  0.499
H  0.14  -2.70  2.29  0.520
O  -1.62  4.18  -0.30  -0.916
H  -2.11  3.46  -0.61  0.452
H  -0.07  0.29  -1.76  0.494
H  4.06  -0.88  -1.02  0.470
H  0.62  -1.08  -1.73  0.493



ii.
Formula: H19O9
Source: OMol25
Level of theory: ωB97M-V with the def2-TZVPD basis set

- total charge = +1
- HOMO (Ha) = -0.528
- Kohn-Sham gap (Eh) = 0.4253
- lowest unoccupied orbital energy (eV) = -2.798
- spin multiplicity = 1

Each line ends with the natural charge from an NBO analysis.
Element x y z (Å)
O  -0.23  0.29  -1.71  -0.976
H  0.40  1.71  -0.65  0.522
H  -1.37  -1.66  3.41  0.472
O  -2.36  1.42  -3.07  -0.967
H  2.07  -1.90  0.96  0.540
O  -3.65  -1.03  0.08  -0.972
H  2.74  0.99  -0.09  0.551
H  -4.27  -0.59  -0.51  0.494
O  2.43  0.85  0.83  -0.876
H  -3.44  -0.60  0.90  0.478
H  1.47  1.13  0.82  0.552
O  2.59  -1.52  1.70  -0.895
H  -0.30  -3.34  0.33  0.488
H  2.06  -1.62  2.50  0.524
O  0.52  -3.10  0.79  -0.967
H  2.65  -0.21  1.28  0.537
H  -2.67  0.73  -3.67  0.482
O  2.56  2.75  -1.07  -0.991
H  -1.06  0.35  -1.24  0.495
H  2.54  3.31  -0.29  0.496
O  0.02  1.74  0.27  -0.994
H  0.44  -3.75  1.50  0.491
H  2.58  3.26  -1.88  0.506
O  -0.88  -2.25  2.82  -0.941
H  -0.58  2.50  0.19  0.501
H  -2.42  2.26  -3.56  0.487
H  -0.44  0.31  -2.66  0.495
H  -1.38  -2.03  2.01  0.468



iii.
Formula: H19O9
Source: OMol25
Level of theory: ωB97M-V with the def2-TZVPD basis set

- total charge = +1
- HOMO (Ha) = -0.534
- Kohn-Sham gap (Eh) = 0.4199
- lowest unoccupied orbital energy (eV) = -3.102
- spin multiplicity = 1

Each line ends with the natural charge from an NBO analysis.
Element x y z (Å)
O  -0.72  1.44  -1.34  -0.936
H  1.55  -1.14  0.38  0.462
H  1.60  0.53  2.39  0.467
O  2.23  0.09  -1.88  -0.966
H  -1.42  1.40  1.62  0.581
O  3.31  1.41  0.75  -0.985
H  -2.26  -2.03  -0.75  0.517
H  4.11  0.92  0.92  0.495
O  -2.20  -1.76  0.18  -1.013
H  3.55  2.26  0.37  0.496
H  -1.39  -2.02  0.64  0.508
O  -2.68  0.65  1.16  -0.964
H  -0.68  1.57  0.09  0.525
H  -3.03  0.88  0.30  0.489
O  -0.55  1.72  1.10  -0.863
H  -2.55  -0.34  1.14  0.534
H  2.31  0.24  -0.93  0.476
O  -1.97  -2.60  -2.53  -0.953
H  -0.84  2.25  -1.85  0.515
H  -2.49  -3.40  -2.49  0.490
O  1.04  -1.94  0.44  -0.954
H  0.38  1.59  1.33  0.548
H  -2.31  -2.14  -3.29  0.484
O  0.86  0.73  2.98  -0.949
H  1.25  -2.54  -0.27  0.494
H  2.55  0.80  -2.44  0.486
H  -1.08  0.67  -1.79  0.522
H  1.43  0.78  3.77  0.494



Most stable to least stable, the ends of the list are ii and i.



i.
Formula: C4H7Cl
Source: OMol25
Level of theory: ωB97M-V with the def2-TZVPD basis set

- total charge = 0
- HOMO (Ha) = -0.384
- Kohn-Sham gap (Eh) = 0.4235
- lowest unoccupied orbital energy (eV) = 1.080
- SMILES string = ClC1CCC1
- spin multiplicity = 1

Each line ends with the natural charge from an NBO analysis.
Element x y z (Å)
C  -0.05  -0.01  0.53  -0.134
C  0.88  1.07  -0.09  -0.420
C  2.03  0.01  -0.07  -0.411
C  0.88  -1.06  -0.12  -0.425
H  -0.14  -0.12  1.61  0.225
H  1.01  1.91  0.55  0.211
H  0.65  1.38  -1.15  0.230
H  2.74  0.05  -0.97  0.213
H  2.67  -0.03  0.86  0.210
H  0.56  -1.33  -1.17  0.228
H  1.15  -1.95  0.47  0.211
Cl  -1.83  0.00  -0.10  -0.139



ii.
Formula: C4H7Cl
Source: OMol25
Level of theory: ωB97M-V with the def2-TZVPD basis set

- total charge = 0
- HOMO (Ha) = -0.337
- Kohn-Sham gap (Eh) = 0.3723
- lowest unoccupied orbital energy (eV) = 0.960
- SMILES string = C=C(Cl)CC
- spin multiplicity = 1

Each line ends with the natural charge from an NBO analysis.
Element x y z (Å)
C  0.15  0.99  -1.92  -0.601
C  1.01  0.53  -0.66  -0.470
C  0.41  -0.18  0.47  0.000
C  1.07  -0.22  1.67  -0.435
H  -0.68  0.31  -2.06  0.213
H  -0.37  1.86  -1.71  0.205
H  0.68  1.04  -2.83  0.213
H  1.40  1.46  -0.32  0.228
H  1.69  -0.16  -0.97  0.222
H  2.07  0.09  1.72  0.208
H  0.57  -0.87  2.42  0.214
Cl  -1.25  -0.62  0.38  0.003



Most stable to least stable, the ends of the list are i and ii.